(1)
# C3H6Cl2NO

2 unconnected molecules or ions with the total composition C3H6Cl2NO (the ωB97M-V functional and the def2-TZVPD basis, OMol25).

Cartesian coordinates (Å):
C (0.3086, -0.1879, -1.3439)
H (-0.9211, -1.5266, 0.7365)
O (-0.2379, 2.6774, 0.5111)
N (0.2883, 1.5692, 0.4519)
Cl (2.9436, -1.1767, 0.5908)
H (0.1025, 0.6087, -2.0829)
C (-0.3624, 0.4248, -0.0233)
Cl (-2.1004, 0.8465, -0.7623)
H (-1.0123, -0.1273, 1.9422)
H (0.5672, -0.9542, 1.3294)
C (-0.4705, -0.6139, 1.0518)
H (1.2725, -0.3426, -1.0590)
H (-0.3780, -1.1974, -1.3421)

Summary:
**Total charge**: -1
**Relative energy (zero: lowest compared OMol25 entry of this formula, charge and spin)**: 0.00 kcal/mol
**LUMO level**: 2.7 eV
**E_HOMO**: -4.255 eV

(2)
# C35H34Cl4N2O6PPt

A molecular structure, C35H34Cl4N2O6PPt (the ωB97M-V functional and the def2-TZVPD basis, OMol25).

Cartesian coordinates (Å):
C (1.1735, 0.3356, -4.4903)
Cl (2.5213, -4.4642, 4.3423)
C (-2.3727, 2.8292, 2.6484)
H (3.3300, -3.7631, -1.2026)
H (0.5902, -4.7724, 0.6332)
H (2.4282, -0.3590, 1.3355)
C (0.3726, 0.7510, -3.4549)
C (2.5968, -2.1764, 0.1356)
O (-1.5824, 4.0949, 5.5835)
Cl (-0.5350, 0.9465, 5.4976)
H (-1.6851, 4.8287, -1.0171)
C (0.2292, -1.0785, 3.8880)
C (0.9241, -2.4042, 3.6141)
H (3.2316, -0.1252, -0.2118)
H (0.3899, 4.0337, 0.0217)
C (0.2131, 2.1838, 2.1633)
C (3.1134, -0.8183, 0.6249)
C (-1.6693, 4.5356, 4.4072)
C (1.1610, -1.0907, -2.1343)
H (-5.2243, 4.2253, -1.8643)
C (0.3701, 0.0390, -2.2279)
H (-3.4222, 3.0391, 2.8009)
C (2.0102, -0.7915, -4.3945)
Cl (2.6866, -3.0823, 7.1616)
C (-4.2131, 4.6145, -1.9901)
H (4.0849, -0.9471, 1.1112)
N (-0.7486, 1.5245, 1.4949)
H (-0.8664, -3.0834, -1.4640)
C (0.3044, -0.5031, 5.2484)
H (0.8783, -3.7915, -3.0715)
H (-0.2589, 1.6238, -3.5592)
C (-0.3022, -4.3716, 0.1432)
H (1.0112, 3.4322, -1.5219)
O (-2.6773, -0.1963, 0.7247)
H (3.3956, -0.3754, -6.0010)
N (-0.3722, 0.4486, -1.1570)
C (1.7104, -2.9929, 4.7000)
H (3.6342, -1.9425, -5.2247)
C (0.0637, -3.4950, -1.0575)
C (-1.3803, 3.5087, 3.3548)
O (0.8072, -2.9109, 2.5247)
C (-1.3282, 1.4900, -1.3889)
Cl (1.1710, -0.4552, 7.7579)
H (-4.1430, 5.0475, -2.9919)
C (-2.9333, -0.2359, -2.3196)
C (-2.5763, 1.1798, -1.9495)
H (-0.9107, -5.2106, -0.2029)
C (3.6607, -2.8286, -0.7502)
C (-2.0310, 1.8291, 1.7567)
O (-4.2449, 1.3793, 1.0753)
Pt (-0.3993, -0.5089, 0.5543)
H (-0.8705, -3.8180, 0.8892)
H (4.5303, -3.0587, -0.1279)
C (-3.1925, 3.5219, -1.8003)
H (1.1625, 0.9081, -5.4134)
H (2.4246, -2.8146, 1.0046)
C (-0.0549, 3.1548, 3.0874)
H (-3.9402, -0.2780, -2.7366)
C (2.8787, -1.2258, -5.5509)
C (0.7220, -4.3428, -2.1473)
C (-0.9874, 2.8081, -1.0888)
C (-3.4840, 2.2085, -2.1529)
H (2.2911, -1.7015, -6.3410)
H (-4.0650, 5.4166, -1.2662)
H (0.8952, 2.3398, -0.1516)
H (3.9905, -2.1529, -1.5388)
H (-4.4558, 1.9739, -2.5769)
H (2.6037, -2.3682, -3.1167)
C (1.0389, -1.1215, 6.1890)
H (0.7546, 3.6326, 3.6256)
O (-0.3587, -0.4895, 3.0156)
O (-1.9288, 5.6822, 3.9910)
H (1.6754, -4.7607, -1.8184)
C (-1.9381, 3.8053, -1.2806)
H (-2.9012, -0.8642, -1.4334)
H (0.0589, -5.1826, -2.3714)
C (1.7654, -2.3923, 5.9028)
H (-2.2304, -0.6384, -3.0582)
P (0.9082, -1.9201, -0.5905)
C (0.4048, 3.1725, -0.6466)
H (1.2337, 1.8935, 1.9341)
C (1.9791, -1.4894, -3.2092)
C (-3.0971, 0.9557, 1.1221)

Summary:
**Total charge**: -1
**Relative energy (zero: lowest compared OMol25 entry of this formula, charge and spin)**: 66.66 kcal/mol
**LUMO level**: -0.9 eV
**E_HOMO**: -5.012 eV

(3)
# C5H5NO2

A molecular structure, C5H5NO2 (the ωB97M-V functional and the def2-TZVPD basis, OMol25).

Cartesian coordinates (Å):
C (-0.4244, -1.1760, 0.6162)
H (2.9739, 0.4009, -2.1101)
H (-0.7247, -3.3635, 0.7599)
N (0.3300, 0.7087, -0.7067)
H (1.6379, -0.4350, -3.1848)
H (-1.5946, 2.4492, 1.1273)
H (1.2765, 1.3661, -2.7756)
O (-0.9560, 0.6527, 2.7121)
C (-0.3249, 0.3142, 0.3431)
O (0.7246, -0.2060, -1.5772)
C (1.7316, 0.5141, -2.4604)
C (-0.9561, 1.2491, 1.4169)
C (-0.6976, -2.3934, 0.4259)

Summary:
**Relative energy (zero: lowest compared OMol25 entry of this formula, charge and spin)**: 216.51 kcal/mol
**LUMO level**: -0.9 eV
**E_HOMO**: -9.643 eV

(4)
# C11H17Cl4S

3 unconnected molecules or ions with the total composition C11H17Cl4S (the ωB97M-V functional and the def2-TZVPD basis, OMol25).

Cartesian coordinates (Å):
S (2.8710, 1.9497, 0.4634)
H (-2.5424, 0.1254, -2.3613)
H (-1.9754, 1.1667, -1.0528)
C (0.6226, -0.4652, 0.0246)
H (3.8598, 2.8663, 0.5329)
C (-0.9660, -4.6248, 0.2037)
Cl (-2.4576, 3.8007, -2.0855)
C (1.2138, 1.7166, 2.7119)
H (-1.8612, -4.8132, 0.7939)
Cl (-0.5047, 1.1661, -2.8922)
H (-3.0649, 2.2122, -3.7201)
H (-4.0236, 2.0557, -2.2432)
H (2.1222, 1.2783, 3.1317)
H (0.4411, -5.5440, 1.5547)
H (0.8037, 2.3727, 3.4841)
H (-0.3206, -6.6500, 0.4052)
H (0.9636, -0.9741, -0.8482)
H (0.3085, -0.1890, 3.1295)
H (1.6162, 2.7323, -3.1606)
C (0.1730, 0.6218, 2.4115)
C (-3.0180, 2.1986, -2.6345)
H (1.9258, 3.6007, 1.9019)
C (2.3555, 2.1670, -1.1140)
C (0.3522, 0.0638, 1.0686)
Cl (-0.4218, -2.9618, 0.5843)
H (-1.2316, -4.6512, -0.8498)
H (0.7237, 2.8318, 0.8605)
Cl (1.4997, -5.5172, -0.5497)
C (1.8518, 2.3411, -2.1937)
C (0.0887, -5.6494, 0.5318)
C (-2.1205, 1.1015, -2.1282)
H (-0.8367, 1.0308, 2.4959)
C (1.5520, 2.6402, 1.5438)

Summary:
**Total charge**: +1
**Relative energy (zero: lowest compared OMol25 entry of this formula, charge and spin)**: 0.00 kcal/mol
**LUMO level**: -3.5 eV
**E_HOMO**: -12.701 eV

(5)
# C2H4ClN

A single C2H4ClN molecule (the ωB97M-V functional and the def2-TZVPD basis, OMol25).

Cartesian coordinates (Å):
N (-0.0280, 0.2104, 0.1443)
H (0.8072, -1.4860, -0.7246)
H (0.0361, 0.6348, 1.0883)
H (-1.0995, 0.1845, -1.5005)
C (-0.8743, 0.7648, -0.6544)
Cl (1.9544, -0.9142, 1.4924)
H (-1.5088, 1.4650, -0.0712)
C (0.7129, -0.8593, 0.2257)

Summary:
**Relative energy (zero: lowest compared OMol25 entry of this formula, charge and spin)**: 59.25 kcal/mol
**LUMO level**: 1.0 eV
**E_HOMO**: -7.183 eV

(6)
# C3H7ClN2

A single C3H7ClN2 molecule (the ωB97M-V functional and the def2-TZVPD basis, OMol25).

Cartesian coordinates (Å):
N (-0.0657, 0.3136, 0.4526)
H (-2.7820, 2.0036, 1.4189)
H (1.6143, -1.6654, -0.0856)
N (-1.0081, 1.2087, 0.5711)
Cl (3.0423, -0.1843, -0.5504)
C (-2.0728, 1.0845, 1.4459)
C (1.4765, -0.8997, -0.8976)
H (1.7398, -1.0903, -2.0821)
C (0.2019, -0.2736, -0.9126)
H (0.5269, 0.6397, -1.2986)
H (-2.3759, 0.1297, 2.0617)
H (-0.4569, -0.8932, -1.3276)
H (0.1597, -0.3732, 1.2043)

Summary:
**Relative energy (zero: lowest compared OMol25 entry of this formula, charge and spin)**: 105.58 kcal/mol
**SMILES**: C=NNCCCl
**LUMO level**: 0.9 eV
**E_HOMO**: -8.331 eV

(7)
# C3H5N3O

A single C3H5N3O molecule (the ωB97M-V functional and the def2-TZVPD basis, OMol25).

Cartesian coordinates (Å):
N (-1.1927, -0.8431, -1.6329)
N (0.6508, 1.2157, 0.3117)
C (-1.8614, 0.2280, -1.9461)
C (0.2224, 0.3130, -0.3703)
O (0.6761, -0.2934, 2.2035)
C (1.2452, 0.8203, 1.5930)
H (1.1752, 1.6538, 2.2844)
H (0.8399, -1.0733, 1.6534)
N (0.0598, -0.7348, -1.0213)
H (-2.7421, -0.1185, -2.5076)
H (2.2919, 0.6464, 1.3127)
H (-1.3651, -1.8141, -1.8805)

Summary:
**Relative energy (zero: lowest compared OMol25 entry of this formula, charge and spin)**: 124.51 kcal/mol
**LUMO level**: 0.7 eV
**E_HOMO**: -8.998 eV

(8)
# C2H5N4

2 unconnected molecules or ions with the total composition C2H5N4 (the ωB97M-V functional and the def2-TZVPD basis, OMol25).

Cartesian coordinates (Å):
N (2.5282, -0.5384, -0.7886)
H (-2.5725, -1.2163, 1.5803)
N (-0.4014, 0.3940, 0.3697)
H (-0.0239, 0.7643, -0.4888)
H (2.8303, -1.4485, -0.4691)
H (0.9432, 1.0705, -2.6869)
N (0.8410, 0.8243, -1.7318)
H (-2.3818, 0.1513, 2.7016)
C (-1.2563, 0.1375, 1.0471)
C (1.7141, 0.1018, -1.2860)
N (-2.2208, -0.2404, 1.7524)

Summary:
**Total charge**: +1
**Relative energy (zero: lowest compared OMol25 entry of this formula, charge and spin)**: 23.42 kcal/mol
**LUMO level**: -3.6 eV
**E_HOMO**: -14.319 eV

What is the LUMO level in the sixth record?
0.9 eV